A cluster of 2 separate species, C10H19N3O5 in total. Source: the OMol25 dataset; level of theory: ωB97M-V/def2-TZVPD.

```
37
C10H19N3O5, DFT ωB97M-V/def2-TZVPD
O 0.543 -0.862 2.815
O 1.656 2.287 -3.172
O -4.283 -2.015 0.593
O -4.934 -0.483 -0.824
O 0.510 2.768 -1.323
N -2.623 0.854 -0.900
N 2.639 -0.037 -2.276
N -1.289 -0.976 4.380
C 3.696 0.301 -0.103
C -1.544 -1.097 0.581
C 1.190 2.010 -1.970
C 3.973 0.216 -1.653
C -3.955 -1.071 -0.081
C 1.613 0.594 -1.438
C -1.711 -0.678 2.046
C -2.550 -0.604 -0.523
C 2.160 0.659 0.022
C -0.645 -0.862 3.083
H 2.480 -1.053 -2.405
H 1.988 1.594 0.498
H -2.160 -0.750 4.343
H -0.842 -0.747 5.088
H -1.686 -2.208 0.526
H -1.810 0.387 2.006
H 4.642 -0.571 -1.928
H 3.834 -0.700 0.309
H -2.123 1.322 -0.301
H -2.361 -1.163 -1.400
H 0.649 -0.026 -1.479
H 2.195 1.520 -3.416
H 4.365 1.090 -2.013
H -2.521 -1.066 2.457
H -4.509 0.426 -1.160
H -2.155 0.975 -1.691
H -0.465 -0.895 0.310
H 4.374 0.969 0.407
H 1.661 -0.108 0.594
```

As for the energy above the lowest of the compared OMol25 structures with the same formula, charge and spin: 291.6 kJ/mol. Its structure (SMILES) is NC(=O)CC[C@H](N)C(=O)O.O=C(O)[C@@H]1CCCN1. As for the charge: 0. As for the LUMO energy: 0.294 eV. The orbital gap comes out at 10.128 eV.